# 1
The following is a quantum chemistry calculation of a cluster of 13 separate species, C40H67N15O5SSi in total at a distorted geometry, from the Open Molecules 2025 dataset.

As for the charge: -2.

Positions of all 129 atoms, in Å:
C  -3.34332  2.59079  -5.41794
C  -3.64778  1.06832  -6.03526
C  -3.40817  -0.00469  -4.77382
N  -1.91449  -0.18130  -4.67231
C  -1.49462  -1.43563  -3.94281
C  -2.54467  -1.59185  -2.66390
O  -3.20154  -2.76599  -2.44686
O  -2.80615  -0.53300  -1.65985
C  -1.79079  -2.80577  -4.85999
O  -2.46762  -2.81452  -6.00813
O  -1.16816  -4.05119  -4.30446
N  -0.03784  -1.51080  -3.58031
C  0.89946  -1.18973  -4.71263
C  1.24533  0.42326  -4.89851
O  2.68722  0.73529  -4.78200
Si  2.93342  2.48335  -5.06857
C  4.83179  2.97037  -4.94467
C  2.04305  3.37239  -3.56582
C  2.24917  3.09634  -6.76008
C  0.32854  -0.90066  -2.26530
S  2.19800  -0.97606  -1.86580
C  2.48766  0.54320  -0.76047
C  1.15516  0.96154  0.12425
H  -4.19060  3.36714  -5.70150
H  -2.27704  2.93549  -5.82423
H  -3.27109  2.60042  -4.24419
H  -2.82924  0.86553  -6.87925
H  -4.71808  0.99569  -6.50113
H  -4.01981  -0.99334  -4.95097
H  -3.89794  0.54563  -3.83408
H  -1.57852  0.67069  -4.12975
H  1.96513  -1.72362  -4.63499
H  0.49367  -1.52779  -5.78456
H  0.56169  1.09713  -4.19577
H  0.94164  0.75140  -6.00621
H  5.46778  2.54100  -5.83550
H  4.93896  4.14330  -4.87812
H  5.28669  2.54034  -3.94854
H  2.86380  3.90683  -2.92606
H  1.50860  2.56893  -2.88290
H  1.21271  4.07663  -3.99446
H  2.16712  2.14420  -7.47327
H  2.84380  3.97491  -7.25490
H  1.11638  3.42247  -6.57249
H  -0.15138  -1.43142  -1.30878
H  -0.08268  0.20949  -2.25885
H  2.76722  1.48476  -1.42052
H  3.35295  0.36052  0.01044
H  0.42822  1.62577  -0.55059
H  1.40216  1.52759  1.12188
H  0.53069  -0.01980  0.37877
C  -0.67665  5.16764  -0.12713
C  -0.55159  4.46222  -1.46774
N  -0.44790  3.87702  -2.57983
H  -0.73768  4.43022  0.67788
H  0.19468  5.80662  0.04055
H  -1.57893  5.78515  -0.11361
C  -4.07757  -3.83702  0.21076
C  -4.11906  -3.97940  1.72353
N  -4.15344  -4.09746  2.97846
H  -3.04717  -3.92645  -0.14397
H  -4.68341  -4.61968  -0.25405
H  -4.47173  -2.86021  -0.08263
C  1.65624  -2.74650  2.66608
C  2.52227  -1.49760  2.63923
N  3.24063  -0.46154  2.61692
H  1.52132  -3.12850  1.65049
H  2.13366  -3.51809  3.27629
H  0.67663  -2.51172  3.09135
C  1.86535  -6.69903  -0.03089
C  2.72512  -5.79886  0.84146
N  3.43830  -5.05208  1.56510
H  1.86744  -6.33228  -1.06095
H  2.25864  -7.71918  -0.01529
H  0.83747  -6.70795  0.34191
C  -2.38617  -6.98671  5.15678
C  -1.37029  -7.12082  4.03407
N  -0.52759  -7.23203  3.10270
H  -3.39949  -7.00055  4.74625
H  -2.27567  -7.81629  5.86051
H  -2.23061  -6.04465  5.68964
C  -0.74762  -3.53114  6.92230
C  -0.88645  -2.80292  5.59530
N  -1.00162  -2.19888  4.49447
H  0.18734  -4.09775  6.94056
H  -0.74326  -2.81022  7.74442
H  -1.58492  -4.22111  7.05821
C  -0.48231  9.63700  -0.40735
C  0.73926  8.84392  0.02773
N  1.75263  8.18608  0.38869
H  -0.18845  10.41420  -1.11809
H  -1.20710  8.97256  -0.88573
H  -0.95013  10.10758  0.46172
C  -0.12517  -1.41143  10.59615
C  -0.77207  -2.78016  10.73244
N  -1.30868  -3.91560  10.84555
H  0.95325  -1.52137  10.45306
H  -0.54659  -0.88395  9.73603
H  -0.30636  -0.82195  11.49909
C  -4.51121  4.01246  0.48319
C  -4.11374  5.41455  0.05114
N  -3.78409  6.57767  -0.30724
H  -5.32604  3.64521  -0.14667
H  -3.65638  3.33711  0.38931
H  -4.84350  4.02356  1.52485
C  2.39475  -4.70737  -6.48001
C  1.20470  -4.53319  -5.55053
N  0.21751  -4.38864  -4.77948
H  3.32465  -4.67009  -5.90604
H  2.33030  -5.67174  -6.99137
H  2.40471  -3.90847  -7.22651
C  2.84545  0.19716  5.78029
C  2.80396  0.05477  7.29306
N  2.76957  -0.06329  8.54799
H  3.87585  0.10773  5.42556
H  2.23961  -0.58550  5.31548
H  2.45129  1.17397  5.48689
C  5.38613  -3.63552  5.08751
C  3.89625  -3.76289  5.36050
N  2.66032  -3.86859  5.58692
H  5.55022  -3.32588  4.05178
H  5.82514  -2.88981  5.75596
H  5.87914  -4.59719  5.25410
C  -3.16714  7.53369  3.76190
C  -2.15126  7.39957  2.63919
N  -1.30856  7.28837  1.70782
H  -4.18046  7.51984  3.35137
H  -3.05664  6.70411  4.46563
H  -3.01159  8.47574  4.29475

# 2
The following is a quantum chemistry calculation of a cluster of 2 separate species, CH7N2S in total at a distorted geometry, from the Open Molecules 2025 dataset.

As for the charge: -1. For the relative energy (zero: lowest compared OMol25 entry of this formula, charge and spin), the calculation gives 8.7 kcal per mole.

Positions of all 11 atoms, in Å:
S  2.01871  0.55653  -0.79611
H  3.32296  0.41217  -1.04773
N  -0.19624  -1.18331  0.44831
C  -1.05183  -0.15661  -0.06054
N  -0.80304  1.14052  0.51841
H  0.77710  -0.83566  0.22900
H  -0.37090  -2.12039  0.04539
H  -0.83822  -0.08391  -1.14171
H  -2.11875  -0.38089  0.05532
H  -0.89412  1.18769  1.54124
H  0.15432  1.46384  0.20840

# 3
The following is a quantum chemistry calculation of a cluster of 11 separate species, C6H33NO10 in total at a distorted geometry, from the Open Molecules 2025 dataset.

For the relative energy (zero: lowest compared OMol25 entry of this formula, charge and spin), the calculation gives 144.8 kcal per mole.

Positions of all 50 atoms, in Å:
C  0.62666  -3.46431  2.15897
C  2.04388  -2.89645  1.80914
C  2.33465  -1.47576  2.21504
C  1.62591  -0.41196  1.39517
C  1.64424  0.84515  1.97090
C  0.82858  -0.74045  0.30744
N  -0.06006  0.26020  -0.10971
H  0.62464  -4.01075  3.07507
H  0.06688  -2.40062  2.16459
H  0.46647  -4.14758  1.26967
H  2.31602  -3.27384  0.77722
H  2.75445  -3.63089  2.23687
H  2.35773  -1.33687  3.36306
H  3.45027  -1.45037  2.06522
H  2.19318  1.64946  1.11351
H  2.26251  0.88234  2.82147
H  0.72087  1.41472  2.28967
H  0.83770  -1.86454  0.03876
H  0.47493  1.05740  -0.46312
H  -0.49256  0.05115  -1.03748
O  -1.47099  0.44396  -2.84174
H  -2.25607  0.92961  -3.04463
H  -1.37158  -0.47289  -3.29502
O  -1.86851  3.26189  -2.61185
H  -1.17755  3.76691  -2.19503
H  -1.67022  2.78569  -3.51406
O  3.44191  0.35679  -3.31790
H  3.26302  0.37900  -2.37022
H  3.54196  1.39213  -3.37967
O  -1.10315  -1.95615  -2.83751
H  -0.19044  -2.20209  -3.17486
H  -1.55161  -2.83479  -2.93361
O  -2.53755  -1.58522  0.96648
H  -1.96737  -1.36322  1.78488
H  -1.93526  -1.62676  0.11888
O  0.24575  1.83061  -4.32285
H  0.77712  1.14564  -4.66627
H  -0.20274  1.47012  -3.55637
O  2.53467  2.61340  -1.31065
H  2.29955  3.43765  -1.66718
H  1.82158  2.36307  -0.72222
O  -3.56204  2.60850  3.00698
H  -3.52510  1.71570  3.40836
H  -4.08089  2.42291  2.16547
O  -1.20372  0.51373  3.18253
H  -0.76374  0.56892  2.38695
H  -2.05145  1.03616  3.19399
O  -3.54545  0.80388  1.05961
H  -4.12651  0.19133  0.65874
H  -2.84057  0.94749  0.36728

# 4
The following is a quantum chemistry calculation of a structure of composition C45H39BMgN4OP2S3, from the Open Molecules 2025 dataset.

For the relative energy (zero: lowest compared OMol25 entry of this formula, charge and spin), the calculation gives 131.8 kcal per mole.

Positions of all 96 atoms, in Å:
Mg  -0.86170  -0.31492  1.29134
C  5.18800  -1.20016  0.20431
S  4.49714  -2.32480  1.43137
C  2.87658  -1.57228  1.57511
S  0.66846  -2.53726  1.92900
N  2.92555  -0.12175  1.87235
N  0.94714  0.45209  2.44849
C  0.39760  1.64458  3.02370
C  -0.94554  1.82140  2.97230
C  -1.46476  3.24370  2.97543
C  -2.97728  3.36987  2.64729
C  -3.77433  2.12871  2.85404
C  -3.14436  0.95224  2.84051
N  -1.77078  0.76709  2.71225
H  6.20936  -1.52380  0.01429
H  4.63147  -1.23709  -0.72840
H  5.19673  -0.18950  0.60625
H  1.07552  2.48113  3.16649
H  -1.11736  3.78248  3.85677
H  -3.41260  4.23043  3.15557
H  -4.84690  2.17231  2.98131
H  -3.70323  0.02615  2.93050
O  0.77495  1.53157  -2.44463
S  1.05145  1.82248  -1.02988
C  1.29264  0.29308  -0.05294
C  1.85769  0.70261  1.28170
C  2.04865  -0.30933  3.06943
C  2.05494  -1.84209  2.85896
C  1.80233  -2.03338  0.53522
C  1.27453  -0.99843  -0.43695
P  0.90773  -1.45500  -2.21794
C  2.68143  -1.69025  -2.67377
C  3.37312  -2.89637  -2.56741
C  4.69364  -2.98724  -2.98409
C  5.33900  -1.87365  -3.50287
C  4.66056  -0.66685  -3.60727
C  3.33630  -0.57613  -3.20271
C  0.34456  -3.19102  -2.17503
C  0.45978  -3.84099  -3.41015
C  -0.02345  -5.12440  -3.58449
C  -0.66010  -5.77729  -2.53486
C  -0.80749  -5.13533  -1.31850
C  -0.30189  -3.85239  -1.14119
C  -0.41176  2.44743  -0.18900
C  -0.11574  3.38888  0.71666
C  -1.15243  3.97595  1.61153
C  -2.61298  3.75762  1.17429
C  -2.79997  2.66954  0.16456
C  -1.81227  2.02668  -0.47434
P  -2.07698  0.67171  -1.69828
C  -1.99153  1.59837  -3.27180
C  -1.41305  0.97153  -4.37040
C  -1.38831  1.60650  -5.60360
C  -1.93212  2.87535  -5.74110
C  -2.50401  3.50870  -4.64586
C  -2.53615  2.86952  -3.41597
C  -3.87709  0.34652  -1.59852
C  -4.54256  0.15964  -0.38818
C  -5.86819  -0.24206  -0.36081
C  -6.55345  -0.47476  -1.54331
C  -5.90391  -0.29498  -2.75418
C  -4.57912  0.11483  -2.78318
H  2.16963  1.74986  1.24961
H  2.37678  0.07995  4.03286
H  2.43814  -2.46351  3.66173
H  2.12217  -2.91994  -0.00571
H  2.87086  -3.77644  -2.18469
H  5.21750  -3.93106  -2.90383
H  6.36768  -1.94779  -3.83146
H  5.15731  0.20151  -4.02062
H  2.79302  0.35611  -3.31099
H  0.93592  -3.33502  -4.24389
H  0.08182  -5.61028  -4.54581
H  -1.05723  -6.77389  -2.67428
H  -1.34274  -5.60778  -0.50647
H  -0.47704  -3.36666  -0.19384
H  0.91225  3.72002  0.82024
H  -0.93161  5.02659  1.80063
H  -3.13280  4.64965  0.81310
H  -3.82752  2.41389  -0.06807
H  -0.96298  -0.00556  -4.24591
H  -0.93743  1.11312  -6.45499
H  -1.90852  3.37394  -6.70162
H  -2.92781  4.49906  -4.75164
H  -2.99128  3.35970  -2.56307
H  -4.03277  0.32299  0.54943
H  -6.35746  -0.39220  0.59259
H  -7.58507  -0.79999  -1.52032
H  -6.42554  -0.47767  -3.68475
H  -4.09124  0.24569  -3.74024
B  -3.86129  -3.84004  0.32468
C  -2.87563  -2.63782  0.54117
N  -2.14592  -1.75333  0.70807
H  -4.88900  -3.54635  0.89087
H  -3.33165  -4.81039  0.82255
H  -4.00325  -3.95393  -0.87127

# 5
The following is a quantum chemistry calculation of an isolated molecule of C6H10N2O at a distorted geometry, from the Open Molecules 2025 dataset.

For the relative energy (zero: lowest compared OMol25 entry of this formula, charge and spin), the calculation gives 131.8 kcal per mole.

Positions of all 19 atoms, in Å:
H  -2.70426  -0.00191  0.87788
N  -2.33657  -0.44502  0.02516
C  -1.06936  -0.52751  -0.04864
C  -0.25179  -0.99626  -1.20094
C  0.33594  -0.34885  -2.47003
C  0.70069  0.26496  -1.13261
C  1.21016  0.12547  0.27591
C  1.61291  1.40224  0.88741
N  -0.04453  -0.35004  0.89716
O  -0.47430  0.17889  2.16674
H  0.38820  -1.83152  -0.98432
H  1.03803  -0.95878  -3.08927
H  -0.30732  0.48169  -2.98512
H  0.17882  1.22761  -1.06174
H  2.00075  -0.67784  0.33581
H  0.85433  2.18515  0.56845
H  2.61495  1.69355  0.65370
H  1.59764  1.33652  2.01637
H  -0.43032  1.15938  2.01152

# 6
The following is a quantum chemistry calculation of a structure of composition C19H35ClInN2O3 at a distorted geometry, from the Open Molecules 2025 dataset.

As for the charge: -1.

Positions of all 61 atoms, in Å:
C  3.72140  0.75860  2.99868
C  3.38350  2.25257  2.89925
C  2.36205  2.51618  1.80178
Cl  2.46664  4.24156  1.25794
In  0.25979  2.11529  2.55407
C  -1.28459  3.27361  1.41078
N  -1.97310  4.17730  2.40110
C  -2.81892  3.34614  3.30766
C  -0.07090  -0.10398  2.59054
C  0.82464  -0.94658  1.98635
C  0.64693  -2.30774  2.03209
C  -0.43654  -2.78499  2.69491
N  -1.35594  -2.02965  3.28042
C  -1.13311  -0.71887  3.20686
H  3.84993  0.35429  1.99471
H  4.64634  0.57336  3.54429
H  2.92370  0.24855  3.53231
H  2.93497  2.54555  3.84665
H  4.30777  2.80484  2.70759
H  2.51891  1.86184  0.94726
H  0.20649  2.67876  4.26202
H  -0.76073  3.90237  0.69157
H  -1.99093  2.62963  0.89054
H  -1.21907  4.48853  3.00174
H  -2.76351  2.29659  3.01788
H  -2.43777  3.40608  4.32506
H  -3.83862  3.72442  3.25277
H  1.69637  -0.56509  1.47251
H  1.37996  -2.95263  1.57099
H  -0.56755  -3.86390  2.75320
H  -1.86268  -0.08113  3.70028
C  -5.18224  2.89193  -2.14819
C  -4.83953  2.80941  -0.67600
O  -4.62589  1.74744  -0.14293
C  -4.78176  4.11304  0.08067
H  -5.19143  1.89028  -2.57350
H  -6.16791  3.34252  -2.27798
H  -4.43680  3.49314  -2.67113
H  -5.75769  4.60292  0.04139
H  -4.01926  4.76229  -0.35166
H  -4.52349  3.92152  1.11857
C  2.54121  -4.04414  -1.90371
C  3.65898  -4.01810  -0.89263
O  3.43718  -4.01543  0.29569
C  5.07127  -3.99064  -1.43114
H  1.58681  -4.05862  -1.38070
H  2.58334  -3.15973  -2.53461
H  2.61940  -4.93651  -2.52701
H  5.21957  -3.09966  -2.04296
H  5.25790  -4.88018  -2.03524
H  5.77423  -3.97146  -0.60084
C  0.19041  -2.41617  -6.54959
C  0.34933  -3.08595  -5.20535
O  1.38012  -3.01055  -4.57914
C  -0.83872  -3.85263  -4.67714
H  1.11330  -1.90187  -6.80834
H  -0.02769  -3.16235  -7.31543
H  -0.62197  -1.68908  -6.51033
H  -1.09947  -4.65844  -5.36549
H  -1.69308  -3.18432  -4.56111
H  -0.59155  -4.28018  -3.70799

no.,total energy (eV),LUMO (eV),HOMO (eV)
1,-93844.05716,2.735,1.585
2,-14966.80662,4.542,-3.030
3,-28718.33428,-0.408,-8.190
4,-112506.99859,-0.887,-7.342
5,-11406.37151,0.695,-9.033
6,-47088.30900,2.120,-3.853